{"formula": "C6H6OS", "method": "ωB97M-V with the def2-TZVPD basis set", "total_charge": 0, "total_energy_ev": -19197.5251, "smiles": "C#C[C@]1(C)CC(=O)S1", "max_force_ev_per_a": 4.4, "de_lowest_kcal_mol": 81.7, "homo_ev": -9.9, "homo_lumo_gap_ev": 10.2, "symbols": ["S", "O", "C", "C", "C", "C", "C", "C", "H", "H", "H", "H", "H", "H"], "xyz": [[1.19539, -0.09412, 1.70046], [3.20619, -0.69171, -0.08627], [0.82751, -0.79507, -0.71533], [-0.22454, 1.59937, -0.11656], [-1.45716, -0.48772, 0.38831], [-0.04009, 0.10602, 0.26170], [-2.40926, -1.29844, 0.47054], [2.01901, -0.68242, 0.22448], [-3.31376, -1.88755, 1.09092], [-0.34090, 1.79682, -1.27137], [-1.28052, 2.09653, 0.38582], [0.62408, 2.31769, 0.34683], [0.91395, -0.27097, -1.63358], [0.28011, -1.70842, -1.04594]]}


{"formula": "H16NO6", "method": "ωB97M-V with the def2-TZVPD basis set", "total_charge": 1, "total_energy_ev": -14016.9502, "max_force_ev_per_a": 16.4, "de_lowest_kcal_mol": 323.3, "homo_ev": -13.2, "homo_lumo_gap_ev": 9.6, "symbols": ["O", "O", "O", "O", "O", "O", "N", "H", "H", "H", "H", "H", "H", "H", "H", "H", "H", "H", "H", "H", "H", "H", "H"], "xyz": [[-1.73827, 1.67507, -1.69247], [0.41730, -1.91158, 0.24347], [2.31059, -0.27453, 0.83180], [0.28581, 1.06013, -1.40459], [-1.25637, -0.86684, -1.25934], [-1.14273, 0.66262, 1.82774], [0.34183, 0.03369, 0.49930], [-1.78917, 1.36557, 1.89263], [2.97068, 0.08363, 0.23829], [0.82361, 1.66254, -0.89068], [1.17628, -2.11308, 0.79082], [-0.72488, -1.27978, -1.93996], [0.07037, 0.39235, -0.40501], [-1.82552, 2.37957, -1.05037], [-0.13573, -2.69052, 0.30391], [-1.52508, -0.06153, 2.32338], [2.75089, -1.00367, 1.26852], [1.26955, 0.24807, 0.83620], [-1.19062, -1.45976, -0.51077], [-0.34684, 0.43792, 1.11770], [-1.10354, 1.07326, -1.30368], [0.32413, -0.97553, 0.46382], [0.03771, 1.56241, -2.18073]]}